# 1
The ion C19H19F13NO2S with charge +1. Source: the OMol25 dataset; level of theory: ωB97M-V with the def2-TZVPD basis set.

Atoms and positions in Å:
C (2.91, -4.55, -0.17)
C (1.89, -3.65, -0.90)
S (2.58, -2.00, -1.14)
C (1.07, -1.02, -1.37)
C (1.30, 0.44, -1.07)
C (1.02, 1.42, -2.04)
C (0.54, 1.09, -3.44)
O (1.22, 1.43, -4.36)
O (-0.59, 0.39, -3.61)
C (-1.62, 0.52, -2.65)
F (-2.02, 1.85, -2.69)
C (-2.75, -0.41, -2.98)
C (-3.83, -0.39, -1.88)
C (1.29, 2.78, -1.82)
C (1.79, 3.15, -0.61)
C (2.07, 4.59, -0.22)
F (0.94, 5.19, 0.16)
F (2.59, 5.26, -1.24)
F (2.93, 4.62, 0.82)
N (2.02, 2.21, 0.33)
C (1.81, 0.88, 0.16)
C (2.16, 0.05, 1.37)
C (1.05, -0.84, 1.94)
C (-0.19, -0.05, 2.32)
F (0.14, 0.97, 3.16)
F (-0.74, 0.53, 1.21)
C (-1.29, -0.93, 2.98)
F (-1.89, -1.64, 1.99)
F (-0.69, -1.80, 3.81)
C (-2.39, -0.20, 3.81)
F (-3.27, -1.15, 4.17)
F (-1.82, 0.32, 4.91)
C (-3.20, 0.92, 3.10)
F (-3.61, 0.51, 1.90)
F (-2.44, 2.01, 2.94)
F (-4.26, 1.24, 3.84)
H (2.46, -4.99, 0.72)
H (3.80, -4.00, 0.13)
H (3.23, -5.37, -0.81)
H (0.97, -3.57, -0.32)
H (1.63, -4.08, -1.86)
H (0.26, -1.41, -0.75)
H (0.76, -1.13, -2.41)
H (-1.25, 0.36, -1.63)
H (-2.31, -1.41, -3.04)
H (-3.15, -0.14, -3.96)
H (-3.83, 0.56, -1.34)
H (-3.67, -1.19, -1.16)
H (-4.82, -0.52, -2.31)
H (1.11, 3.49, -2.61)
H (2.38, 2.52, 1.22)
H (3.00, -0.60, 1.10)
H (2.51, 0.71, 2.16)
H (1.43, -1.30, 2.86)
H (0.77, -1.66, 1.28)

The value obtained for the HOMO-LUMO gap is 7.449 eV. The LUMO energy comes out at -4.82 eV. The calculation puts the calculated total energy at -2636.91365 Eh. The total charge is +1.

# 2
The molecule C25H24N2O6. Source: the OMol25 dataset; level of theory: ωB97M-V with the def2-TZVPD basis set.

Atoms and positions in Å:
C (-2.96, -3.10, 2.07)
C (-3.76, -1.82, 2.25)
C (-2.95, -0.56, 1.90)
C (-2.62, -0.51, 0.44)
C (-3.56, -0.08, -0.44)
C (-3.34, -0.02, -1.87)
O (-4.11, 0.41, -2.68)
O (-2.13, -0.50, -2.32)
C (-1.18, -0.95, -1.48)
C (-0.01, -1.40, -2.06)
C (1.04, -1.85, -1.26)
O (2.15, -2.27, -1.93)
C (3.32, -2.54, -1.18)
C (3.82, -1.30, -0.43)
O (4.39, -1.35, 0.64)
N (3.57, -0.15, -1.09)
C (3.71, 1.14, -0.45)
C (2.47, 1.52, 0.35)
C (1.25, 1.77, -0.48)
C (1.08, 1.75, -1.83)
N (-0.20, 2.09, -2.16)
C (-0.90, 2.34, -1.01)
C (-2.22, 2.74, -0.83)
C (-2.65, 2.93, 0.47)
C (-1.79, 2.72, 1.55)
C (-0.48, 2.33, 1.37)
C (-0.02, 2.14, 0.07)
C (4.95, 1.11, 0.45)
O (4.97, 1.48, 1.59)
O (6.03, 0.73, -0.23)
C (0.90, -1.83, 0.13)
C (-0.28, -1.40, 0.69)
C (-1.35, -0.95, -0.08)
H (-3.58, -3.96, 2.33)
H (-2.08, -3.10, 2.71)
H (-2.64, -3.22, 1.04)
H (-4.09, -1.74, 3.29)
H (-4.65, -1.85, 1.62)
H (-2.05, -0.51, 2.51)
H (-3.56, 0.32, 2.14)
H (-4.52, 0.26, -0.11)
H (0.09, -1.40, -3.13)
H (4.07, -2.84, -1.91)
H (3.18, -3.36, -0.47)
H (3.03, -0.20, -1.94)
H (3.91, 1.88, -1.23)
H (2.27, 0.72, 1.07)
H (2.70, 2.41, 0.94)
H (1.79, 1.55, -2.62)
H (-0.58, 2.12, -3.09)
H (-2.88, 2.89, -1.67)
H (-3.66, 3.25, 0.65)
H (-2.17, 2.88, 2.55)
H (0.17, 2.18, 2.22)
H (6.79, 0.66, 0.37)
H (1.70, -2.16, 0.77)
H (-0.36, -1.40, 1.77)

The value obtained for the HOMO-LUMO gap is 8.018 eV. The LUMO energy comes out at 0.05 eV. The calculation puts the calculated total energy at -1528.09907 Eh. The total charge is 0. The relative energy (zero: lowest compared OMol25 entry of this formula, charge and spin) comes out at 0.0 kJ/mol.

# 3
The molecule C4H11N3. Source: the OMol25 dataset; level of theory: ωB97M-V with the def2-TZVPD basis set.

Atoms and positions in Å:
N (2.71, 0.03, -1.34)
C (1.80, -0.51, -0.46)
C (0.47, -0.35, -0.53)
N (-0.09, 0.48, -1.56)
C (-0.41, -0.87, 0.58)
C (-1.06, 0.20, 1.45)
N (-2.15, 0.91, 0.75)
H (2.35, 0.61, -2.08)
H (3.66, -0.27, -1.38)
H (2.19, -1.15, 0.32)
H (-0.36, 1.38, -1.16)
H (-0.94, 0.08, -1.92)
H (0.17, -1.51, 1.24)
H (-1.20, -1.51, 0.15)
H (-0.33, 0.95, 1.75)
H (-1.41, -0.29, 2.36)
H (-2.85, 0.24, 0.45)
H (-2.57, 1.58, 1.37)

The value obtained for the HOMO-LUMO gap is 8.415 eV. The LUMO energy comes out at 1.10 eV. The calculation puts the calculated total energy at -323.25587 Eh. The total charge is 0. The relative energy (zero: lowest compared OMol25 entry of this formula, charge and spin) comes out at 133.0 kJ/mol.

# 4
A structure of composition C22H15O4PPb at a distorted geometry. Source: the OMol25 dataset; level of theory: ωB97M-V with the def2-TZVPD basis set.

Atoms and positions in Å:
Pb (0.16, 0.39, -0.23)
O (4.18, -3.43, -1.32)
C (3.85, -2.54, -1.97)
C (-2.28, 0.14, -0.50)
O (-3.39, -0.16, -0.56)
C (-0.36, 2.55, 0.97)
O (-0.42, 3.51, 1.59)
C (-0.01, 1.86, -2.28)
O (0.40, 2.31, -3.25)
C (2.38, -5.65, 3.05)
C (2.14, -5.34, 1.70)
C (1.47, -4.16, 1.35)
C (1.00, -3.29, 2.37)
C (1.22, -3.63, 3.71)
C (1.91, -4.79, 4.05)
P (-0.02, -1.82, 1.90)
C (-1.68, -2.60, 1.91)
C (-2.22, -3.01, 0.68)
C (-3.44, -3.69, 0.64)
C (-4.17, -3.88, 1.82)
C (-3.65, -3.45, 3.04)
C (-2.38, -2.85, 3.10)
C (0.11, -0.76, 3.39)
C (-0.99, -0.08, 3.96)
C (-0.79, 0.76, 5.05)
C (0.49, 1.05, 5.51)
C (1.60, 0.47, 4.87)
C (1.41, -0.42, 3.82)
H (2.92, -6.56, 3.31)
H (2.49, -6.03, 0.93)
H (1.32, -3.90, 0.30)
H (0.87, -2.97, 4.51)
H (2.09, -5.03, 5.10)
H (-1.67, -2.81, -0.25)
H (-3.82, -4.07, -0.31)
H (-5.15, -4.36, 1.78)
H (-4.22, -3.58, 3.96)
H (-1.95, -2.58, 4.06)
H (-1.99, -0.23, 3.56)
H (-1.66, 1.20, 5.55)
H (0.64, 1.74, 6.34)
H (2.61, 0.71, 5.20)
H (2.29, -0.86, 3.32)

The value obtained for the HOMO-LUMO gap is 5.578 eV. The LUMO energy comes out at -8.72 eV. The calculation puts the calculated total energy at -1681.84005 Eh. The total charge is +2.

# 5
The molecule C4H2BrF3N2 at a distorted geometry. Source: the OMol25 dataset; level of theory: ωB97M-V with the def2-TZVPD basis set.

Atoms and positions in Å:
C (0.25, -0.84, -0.74)
C (0.12, -0.04, 0.56)
C (1.19, -1.58, -1.16)
C (3.02, 0.09, 2.52)
N (0.99, 0.16, 1.45)
N (2.03, -0.40, 1.80)
F (3.73, 1.09, 1.91)
F (3.88, -0.90, 2.85)
F (2.66, 0.60, 3.76)
Br (2.67, -2.55, -0.87)
H (-0.64, -0.79, -1.48)
H (-0.80, 0.38, 0.85)

The value obtained for the HOMO-LUMO gap (spin up / spin down) is 8.383 / 6.999 eV. The LUMO energy (spin up / spin down) comes out at -0.83 / -1.81 eV. The calculation puts the calculated total energy at -3136.54822 Eh. The total charge is 0. The relative energy (zero: lowest compared OMol25 entry of this formula, charge and spin) comes out at 406.0 kJ/mol.

Number 1 is which compound?
C19H19F13NO2S

Which value of total charge does entry 3 give?
0

What did the fourth record say?
A structure of composition C22H15O4PPb at a distorted geometry. Source: the OMol25 dataset; level of theory: ωB97M-V with the def2-TZVPD basis set.

Atoms and positions in Å:
Pb (0.16, 0.39, -0.23)
O (4.18, -3.43, -1.32)
C (3.85, -2.54, -1.97)
C (-2.28, 0.14, -0.50)
O (-3.39, -0.16, -0.56)
C (-0.36, 2.55, 0.97)
O (-0.42, 3.51, 1.59)
C (-0.01, 1.86, -2.28)
O (0.40, 2.31, -3.25)
C (2.38, -5.65, 3.05)
C (2.14, -5.34, 1.70)
C (1.47, -4.16, 1.35)
C (1.00, -3.29, 2.37)
C (1.22, -3.63, 3.71)
C (1.91, -4.79, 4.05)
P (-0.02, -1.82, 1.90)
C (-1.68, -2.60, 1.91)
C (-2.22, -3.01, 0.68)
C (-3.44, -3.69, 0.64)
C (-4.17, -3.88, 1.82)
C (-3.65, -3.45, 3.04)
C (-2.38, -2.85, 3.10)
C (0.11, -0.76, 3.39)
C (-0.99, -0.08, 3.96)
C (-0.79, 0.76, 5.05)
C (0.49, 1.05, 5.51)
C (1.60, 0.47, 4.87)
C (1.41, -0.42, 3.82)
H (2.92, -6.56, 3.31)
H (2.49, -6.03, 0.93)
H (1.32, -3.90, 0.30)
H (0.87, -2.97, 4.51)
H (2.09, -5.03, 5.10)
H (-1.67, -2.81, -0.25)
H (-3.82, -4.07, -0.31)
H (-5.15, -4.36, 1.78)
H (-4.22, -3.58, 3.96)
H (-1.95, -2.58, 4.06)
H (-1.99, -0.23, 3.56)
H (-1.66, 1.20, 5.55)
H (0.64, 1.74, 6.34)
H (2.61, 0.71, 5.20)
H (2.29, -0.86, 3.32)

The value obtained for the HOMO-LUMO gap is 5.578 eV. The LUMO energy comes out at -8.72 eV. The calculation puts the calculated total energy at -1681.84005 Eh. The total charge is +2.